--- A ---
Here is 2 unconnected molecules or ions with the total composition C4H10S from the OMol25 dataset. Energies are from the ωB97M-V functional and the def2-TZVPD basis.

Values from the calculation:
**Kohn-Sham gap**: 9.729 eV
**SMILES**: C=CC.CS
**M**: 90.2 g mol⁻¹

Cartesian coordinates (Å):
C  -0.3319  -0.9039  1.4108
C  -0.5176  -1.8020  0.4552
C  0.3322  -2.0692  -0.7472
H  -1.0619  -0.7876  2.2008
H  0.5875  -0.3312  1.4741
H  -1.3980  -2.4315  0.5587
H  0.5189  -1.2058  -1.3865
H  1.2739  -2.5782  -0.5412
H  -0.2459  -2.7249  -1.4010
C  0.4758  2.7598  -0.5912
S  -1.0720  1.8237  -0.3633
H  0.4083  3.1470  -1.6028
H  0.5511  3.5768  0.1204
H  1.3210  2.0891  -0.4647
H  -0.8414  1.4380  0.8778

---

--- B ---
Here is C4H10S in the gas phase from the OMol25 dataset. Energies are from the ωB97M-V functional and the def2-TZVPD basis.

Values from the calculation:
**Kohn-Sham gap**: 9.406 eV
**SMILES**: CCSCC
**M**: 90.2 g mol⁻¹

Cartesian coordinates (Å):
C  -2.1028  0.8852  -0.3073
C  -1.0099  0.4180  0.6755
S  0.4988  1.3517  0.7681
C  1.6540  -0.1390  0.4786
C  1.5106  -1.0549  -0.7722
H  -2.2191  1.9208  -0.0839
H  -1.8684  0.6046  -1.3369
H  -2.9149  0.2872  -0.0917
H  -0.6409  -0.4904  0.5533
H  -1.6489  0.5275  1.5996
H  1.4683  -0.6044  1.5438
H  2.6604  0.2043  0.4873
H  2.0623  -0.6903  -1.6379
H  2.1185  -2.0399  -0.7738
H  0.4321  -1.1804  -1.1023

---

Stability summary: most stable A, least stable B.